Run one
The following is a DFT calculation (ωB97M-V/def2-TZVPD) of C39H38ClFFeN5O5 as an isolated structure.

```
! RIJCOSX wB97M-V def2-TZVPD def2/J DEFGRID3
* xyz 0 6
Fe -0.79897 -1.39374 2.59676
O -0.30727 0.54578 2.25146
C -0.04755 1.64609 2.85771
C -0.05595 2.87753 2.14564
C 0.19860 4.07364 2.77113
C 0.50312 4.13261 4.13699
C 0.54176 2.95276 4.84583
C 0.26237 1.71807 4.24607
C 0.42360 0.52350 5.04256
N 0.10490 -0.66638 4.70900
C 0.63242 -1.73497 5.53468
C 1.67361 -2.44756 4.67256
N 0.96824 -2.91472 3.50179
C 1.07539 -4.14205 3.18832
C 0.21779 -4.79648 2.22420
C 0.63785 -5.97832 1.60696
C -0.17141 -6.65243 0.71771
C -1.45155 -6.14184 0.46855
C -1.90829 -5.00672 1.09502
C -1.09357 -4.28627 2.00607
O -1.55162 -3.24639 2.61954
H -0.30622 2.83282 1.09234
H 0.15638 4.99019 2.19269
H 0.70400 5.07880 4.62020
H 0.79423 2.96564 5.90165
H 0.93175 0.68561 6.00466
H -0.16634 -2.43879 5.77866
H 1.07667 -1.35838 6.46454
H 2.16398 -3.25981 5.22547
H 2.43188 -1.71264 4.38199
H 1.81684 -4.77815 3.69600
H 1.62901 -6.35849 1.83677
H 0.16819 -7.55899 0.23494
H -2.10542 -6.65725 -0.22642
H -2.90231 -4.61830 0.91184
C -1.62824 2.04274 -4.02634
C -1.37660 0.54751 -4.12985
N -0.89692 -0.02878 -2.87568
C -1.81962 -0.46106 -1.96056
C -1.55960 -0.93421 -0.72259
C -2.78436 -1.14377 0.19049
O -3.85142 -1.34792 -0.38944
O -2.56128 -0.97487 1.41336
C -0.19066 -1.12474 -0.33649
O 0.24085 -1.70983 0.65831
C 0.80299 -0.53251 -1.27225
C 2.13041 -0.49948 -0.85291
C 3.08161 0.08692 -1.64166
F 4.38207 0.08574 -1.26912
C 2.71262 0.66020 -2.85198
C 1.40835 0.62119 -3.30241
C 0.42120 0.01740 -2.50785
N 3.69284 1.32133 -3.71892
C 4.45682 0.38203 -4.60508
C 5.04258 1.20712 -5.77116
N 4.84696 2.61761 -5.46111
C 5.45603 2.96847 -4.18627
C 4.65961 2.26985 -3.06140
H -1.98928 2.43327 -4.97840
H -0.72164 2.58636 -3.75452
H -2.37587 2.24894 -3.26084
H -0.66356 0.30591 -4.92081
H -2.29457 0.01878 -4.38200
H -2.85876 -0.40392 -2.26375
H 2.38009 -0.94206 0.10324
H 1.14780 1.09814 -4.23813
H 3.77247 -0.39600 -4.93182
H 5.22369 -0.06742 -3.97618
H 4.51475 0.97750 -6.69558
H 6.09602 0.93521 -5.90422
H 3.18040 1.93923 -4.35827
H 5.16313 3.21482 -6.21106
H 5.40880 4.04709 -4.05248
H 6.50968 2.66973 -4.12688
H 4.06266 2.95509 -2.46282
H 5.29699 1.69040 -2.40524
Cl -2.98390 2.36498 -0.41740
C -4.54085 1.89958 0.22999
C -5.60229 1.82478 -0.64325
C -6.85545 1.45459 -0.17170
C -7.02476 1.16343 1.18103
C -5.95844 1.24096 2.04522
C -4.65987 1.61061 1.60922
C -3.58800 1.65244 2.50377
H -5.44640 2.04618 -1.69017
H -7.68958 1.38411 -0.85673
H -7.99664 0.86357 1.55074
H -6.08705 0.99630 3.09195
H -3.74891 1.38906 3.53896
H -2.58306 1.85305 2.17514
*
```

Computed properties:
LUMO level (alpha / beta)   -0.8 / -0.8 eV
⟨S²⟩   8.80
Molecular weight   767.1 Da
HOMO-LUMO gap (alpha / beta)   5.24 / 5.47 eV

Mulliken population analysis, charges in e, atoms 1 to 4: atom 1 (Fe): 0.99, atom 2 (O): 0.03, atom 3 (C): -0.06, atom 4 (C): -0.18

---

Run two
The following is a DFT calculation (ωB97M-V/def2-TZVPD) of C39H38ClFFeN5O5 as an isolated structure.

```
! RIJCOSX wB97M-V def2-TZVPD def2/J DEFGRID3
* xyz 0 6
Fe -0.25950 -0.33010 0.09767
O 1.11185 -0.63286 1.69073
C 0.54747 -0.82029 2.91153
C 0.76541 -1.93152 3.71109
C 0.21424 -1.99068 4.98328
C -0.55751 -0.94530 5.46945
C -0.79314 0.14460 4.64982
C -0.25969 0.22466 3.36807
C -0.59834 1.39434 2.55467
N -0.15535 1.61809 1.39787
C -0.58562 2.84496 0.72714
C -1.23823 2.50406 -0.60734
N -1.85030 1.19577 -0.49459
C -2.77510 0.83898 -1.29702
C -3.31806 -0.49119 -1.35450
C -4.26177 -0.78415 -2.35913
C -4.76015 -2.04913 -2.53681
C -4.30993 -3.07189 -1.67845
C -3.40747 -2.81603 -0.67570
C -2.86426 -1.51928 -0.46672
O -2.01505 -1.31507 0.48703
H 1.35522 -2.76524 3.36089
H 0.39009 -2.87069 5.59008
H -0.97653 -0.98442 6.46678
H -1.40047 0.97114 5.00348
H -1.31102 2.08462 3.01158
H 0.29048 3.46605 0.54555
H -1.27172 3.41390 1.35721
H -0.45305 2.44430 -1.35756
H -1.93971 3.29122 -0.89756
H -3.18161 1.55475 -2.02498
H -4.59084 0.02355 -3.01042
H -5.47788 -2.25953 -3.31875
H -4.67498 -4.08277 -1.82060
H -3.05224 -3.60468 -0.02197
C -1.47716 -3.05554 -6.99955
C -0.10332 -2.46088 -6.71162
N -0.08308 -1.66519 -5.47556
C 0.24451 -2.28227 -4.32205
C 0.31934 -1.67699 -3.11082
C 0.67906 -2.54424 -1.93162
O 1.18247 -3.63887 -2.17556
O 0.36831 -2.08315 -0.78582
C 0.06985 -0.28053 -3.00935
O 0.26022 0.38402 -1.98648
C -0.42566 0.35339 -4.22716
C -0.86416 1.66888 -4.20102
C -1.35540 2.26200 -5.31823
F -1.83190 3.50611 -5.20930
C -1.38823 1.61229 -6.56586
C -0.95185 0.30420 -6.59498
C -0.49548 -0.34522 -5.44395
N -1.80200 2.21450 -7.73478
C -2.72327 1.54693 -8.64418
C -2.21741 1.72882 -10.06620
N -2.14507 3.18970 -10.35554
C -1.26667 3.90764 -9.38440
C -1.74530 3.65763 -7.95860
H -1.45266 -3.63622 -7.92357
H -2.23241 -2.27236 -7.09997
H -1.78100 -3.71344 -6.18256
H 0.23321 -1.84239 -7.53937
H 0.62726 -3.25549 -6.59338
H 0.48279 -3.33825 -4.38879
H -0.83902 2.21726 -3.26695
H -0.96433 -0.20613 -7.54690
H -3.72453 1.97408 -8.57111
H -2.79663 0.48723 -8.40696
H -2.86599 1.27291 -10.81532
H -1.21439 1.32370 -10.15046
H -3.13353 3.59314 -10.27611
H -1.81334 3.36640 -11.38287
H -1.29399 4.96650 -9.64462
H -0.25776 3.52769 -9.50705
H -2.71568 4.13750 -7.81649
H -1.04300 4.11801 -7.27102
Cl 3.72352 -3.31596 -0.64784
C 3.64307 -1.58112 -0.75908
C 4.36433 -0.94326 -1.75216
C 4.31678 0.44094 -1.85188
C 3.55932 1.17485 -0.95404
C 2.84530 0.52282 0.04005
C 2.86503 -0.86280 0.14059
C 2.08211 -1.56608 1.20540
H 4.93279 -1.53350 -2.45886
H 4.86440 0.93753 -2.64331
H 3.51463 2.25373 -1.03044
H 2.25486 1.09524 0.74990
H 2.76975 -1.84459 2.00021
H 1.59737 -2.46470 0.82871
*
```

Computed properties:
LUMO level (alpha / beta)   0.1 / 0.0 eV
⟨S²⟩   8.76
Molecular weight   767.1 Da
HOMO-LUMO gap (alpha / beta)   3.72 / 7.11 eV

Mulliken population analysis, charges in e, atoms 1 to 4: atom 1 (Fe): 1.81, atom 2 (O): 0.32, atom 3 (C): 0.81, atom 4 (C): -0.79

---

run one takes first place; second place is 3.8 kcal/mol up.

---

Run one
The following is a DFT calculation (ωB97M-V/def2-TZVPD) of an isolated ion of composition C4H4ClF2N2 and charge +1.

```
! RIJCOSX wB97M-V def2-TZVPD def2/J DEFGRID3
* xyz 1 1
C -0.79173 -1.16852 -0.02374
C -1.46872 1.07061 0.01974
C 0.67539 -1.09644 0.30779
C 1.37501 0.06021 -0.16348
N -1.67462 -0.27498 0.07433
N -0.37321 1.50527 -0.50686
F -2.49092 1.81004 0.38498
F 1.55953 0.20177 -1.48421
Cl 2.46311 0.85792 0.79497
H -0.99948 -2.10941 -0.24121
H 0.75439 -1.36771 1.45829
H 1.29394 -2.03091 0.06123
H -0.32268 2.54217 -0.68183
*
```

Computed properties:
LUMO level   -6.3 eV
Molecular weight   153.5 Da
HOMO-LUMO gap   8.90 eV

Mulliken population analysis, charges in e, atoms 1 to 4: atom 1 (C): -0.05, atom 2 (C): 0.46, atom 3 (C): -0.65, atom 4 (C): 0.71

---

Run two
The following is a DFT calculation (ωB97M-V/def2-TZVPD) of an isolated ion of composition C4H4ClF2N2 and charge +1.

```
! RIJCOSX wB97M-V def2-TZVPD def2/J DEFGRID3
* xyz 1 1
F -1.96365 2.09512 -0.03004
C -1.22663 1.11831 -0.07460
N 0.05640 1.32870 -0.18591
C 1.04411 0.28259 -0.20696
F 1.58918 0.03729 -1.71437
Cl 2.48511 0.56171 0.73623
C 0.38783 -1.17834 0.03435
C -0.99748 -1.11068 0.49218
N -1.78400 -0.09266 0.32819
H 0.27405 2.30841 -0.09224
H 1.06794 -1.76903 0.67654
H 0.47775 -1.61420 -0.99184
H -1.41061 -1.96721 1.02847
*
```

Computed properties:
LUMO level   -6.3 eV
Molecular weight   153.5 Da
SMILES string   FC1=[NH+][C@@](F)(Cl)CC=N1
HOMO-LUMO gap   10.00 eV

Mulliken population analysis, charges in e, atoms 1 to 4: atom 1 (F): -0.10, atom 2 (C): 0.50, atom 3 (N): -0.06, atom 4 (C): 0.60

---

run two takes first place; second place is 31.9 kcal/mol up.